Record 1
Molecular formula: C27H50As2Cl2O5RuSi3
Method: DFT, wB97M-V/def2-TZVPD

Atoms and positions in Å:
Ru  0.90622  1.30558  -1.03827
O  -0.93873  -2.28412  -0.92788
C  -0.07215  -1.45334  -0.89576
O  -0.31560  -0.19358  -1.25999
C  1.37038  -1.81362  -0.53596
C  2.38746  -1.36872  -1.60383
C  3.70009  -2.12455  -1.43413
C  4.27146  -1.47499  -0.14661
C  3.20744  -0.43173  0.18272
O  2.76176  -0.02426  -1.15297
C  1.95111  -1.10724  0.74423
C  0.94166  -0.14671  1.35986
O  0.08695  -0.62122  2.10465
O  1.04335  1.10377  1.02686
H  1.37801  -2.89363  -0.41505
H  1.99545  -1.30718  -2.61650
H  4.35272  -1.95128  -2.28687
H  3.53798  -3.19631  -1.34232
H  5.23061  -0.99823  -0.33374
H  4.40030  -2.18443  0.66876
H  3.54475  0.44446  0.72867
H  2.19150  -1.85135  1.50021
C  3.24337  2.95678  -4.05756
Si  1.67728  2.56033  -4.97276
C  1.05614  3.87407  -6.10624
C  1.70943  0.87297  -5.75315
As  0.01197  2.21255  -3.22908
Si  0.34059  3.55845  -1.44686
C  0.60904  5.99580  -3.39043
C  2.03492  3.49107  -0.64048
C  -2.68124  4.67718  0.13862
Si  -2.14387  1.25023  -3.78375
C  -3.20736  1.42498  -2.27266
C  -1.71374  -0.51198  -4.17810
C  -2.70582  2.25107  -5.24030
H  4.07695  2.91319  -4.76483
H  3.45237  2.23716  -3.26302
H  3.22491  3.96895  -3.64847
H  1.62925  3.83987  -7.03687
H  1.15838  4.85605  -5.64947
H  0.00408  3.72630  -6.35829
H  2.39819  0.89820  -6.60264
H  0.73381  0.57606  -6.14162
H  2.06364  0.10455  -5.06366
H  1.56417  5.99424  -1.29316
H  0.61005  7.17700  0.17737
H  0.34347  7.05354  -3.57022
H  2.63733  4.19585  -1.22109
H  2.62501  2.55578  -0.72051
H  1.99967  3.79883  0.40374
H  -2.95387  4.88462  -0.88783
H  -2.29657  5.54034  0.66727
H  -3.45385  4.13980  0.67916
H  -2.67204  1.09161  -1.38255
H  -4.07711  0.77216  -2.39218
H  -3.57617  2.44344  -2.14189
H  -1.77211  -1.12590  -3.27852
H  -0.71579  -0.61843  -4.60570
H  -2.42543  -0.89994  -4.91195
H  -2.81449  3.30776  -4.99119
H  -3.67692  1.88256  -5.58143
H  -2.01322  2.16374  -6.07972
Cl  0.18030  5.85187  -1.63921
C  -0.26828  6.62205  -0.16235
Cl  -1.30557  3.46926  0.11396
H  -1.26370  5.71105  -1.99442
H  -1.17358  7.20753  -0.29414
C  0.32440  0.68215  4.86103
As  -1.27576  0.54823  3.79585
C  -1.99986  -1.20035  4.13621
C  -2.58575  1.86489  4.51962
C  -2.73025  1.61849  5.98493
C  -1.91386  2.28989  6.89608
C  -2.03598  2.05037  8.25462
C  -2.97099  1.13310  8.71721
C  -3.79126  0.46424  7.81818
C  -3.67056  0.70307  6.45902
H  0.05341  0.64726  5.91534
H  0.84024  1.61423  4.64096
H  0.95809  -0.16469  4.61099
H  -2.14535  -1.32239  5.20870
H  -1.28803  -1.93004  3.76068
H  -2.94879  -1.31217  3.61630
H  -3.50752  1.69718  3.96504
H  -2.19349  2.85424  4.29129
H  -1.19317  3.01750  6.53937
H  -1.40910  2.58543  8.95509
H  -3.06807  0.94835  9.77832
H  -4.53214  -0.23679  8.17807
H  -4.32447  0.19102  5.76203

Cartesian forces (eV/Å) of the 2 atoms listed first:
0.43 -0.13 -0.03
-0.01 0.01 0.04

Spin multiplicity: 5
E (Ha): -7789.313380
Total charge: +2

Record 2
Molecular formula: C2H7O3P
Method: DFT, wB97M-V/def2-TZVPD

Atoms and positions in Å:
C  -1.28268  1.79620  -0.42224
O  0.15989  1.60077  -0.49513
P  0.77971  0.39776  0.27959
O  2.81190  0.13996  -0.22154
O  -0.04614  -0.78378  -0.35697
C  0.43420  -2.05052  0.10624
H  -1.52135  2.60312  0.26403
H  -1.69870  0.72292  -0.05653
H  -1.65200  1.93311  -1.43695
H  0.33673  0.71378  1.65617
H  1.11937  -2.36554  -0.62630
H  -0.47833  -2.74556  0.16215
H  1.03738  -1.96222  1.14748

Cartesian forces (eV/Å) of the 2 atoms listed first:
-0.29 -3.38 0.68
-0.36 1.25 -0.33

Spin multiplicity: 1
E (Ha): -647.333529

Record 3
Molecular formula: C24H96ClO28
Method: DFT, wB97M-V/def2-TZVPD

Atoms and positions in Å:
Cl  -19.72631  -1.69268  13.73819
O  -19.72033  -1.32386  15.13253
O  -20.36663  -2.94594  13.52661
O  -20.46100  -0.61353  13.04400
O  -18.38639  -1.79072  13.21317
C  -20.84938  0.72038  19.64671
O  -19.45039  0.66435  19.71176
H  -21.08141  1.15289  18.67897
H  -21.34763  -0.24128  19.59154
H  -21.20452  1.35955  20.44407
H  -19.12333  -0.22754  19.86084
C  -15.96242  0.51635  11.85195
O  -16.35172  1.22945  10.68706
H  -16.73237  -0.21139  12.18066
H  -14.99807  0.03389  11.68329
H  -15.80849  1.25906  12.65653
H  -17.06011  0.67924  10.32877
C  -18.61276  -6.34602  10.78004
O  -18.57994  -5.14333  9.97037
H  -17.68808  -6.95338  10.70063
H  -18.66538  -6.04909  11.83514
H  -19.50158  -6.91487  10.57449
H  -19.47461  -4.67695  10.02266
C  -18.14054  -3.22893  19.80876
O  -17.73317  -1.87852  19.58976
H  -17.27051  -3.78040  20.15300
H  -18.85333  -3.21135  20.66224
H  -18.51925  -3.68744  18.88463
H  -17.47579  -1.69451  18.66379
C  -15.08180  -6.96892  13.40692
O  -16.17962  -6.27311  14.00134
H  -14.93011  -7.88404  13.97887
H  -15.12998  -7.22859  12.38544
H  -14.16302  -6.43513  13.48974
H  -16.34287  -5.43718  13.51014
C  -16.82690  2.43486  7.75040
O  -16.61944  3.51471  8.64189
H  -17.88755  2.19390  7.71504
H  -16.49651  2.77908  6.75382
H  -16.24906  1.57029  7.89886
H  -16.76034  3.15549  9.53172
C  -20.44743  2.26003  15.44175
O  -21.20483  2.39808  14.23931
H  -19.74951  1.40351  15.29781
H  -19.88044  3.20183  15.57349
H  -21.07162  2.07823  16.28907
H  -21.65374  1.56406  14.10262
C  -21.76750  -2.98219  9.35256
O  -20.70500  -3.43190  10.13479
H  -22.72581  -3.50303  9.58973
H  -22.00905  -1.95237  9.37312
H  -21.65457  -3.30066  8.29588
H  -21.15125  -3.94346  10.91430
C  -23.89967  0.54592  12.29470
O  -23.36994  -0.75277  12.24272
H  -24.95126  0.60854  12.41140
H  -23.58968  1.19418  13.14195
H  -23.64311  1.16826  11.44171
H  -22.36255  -0.72127  12.36275
C  -26.88459  -2.21207  11.87831
O  -25.74905  -2.30376  11.07769
H  -27.64364  -2.55677  11.29440
H  -26.74097  -2.79845  12.84404
H  -27.15373  -1.21195  12.15636
H  -25.14431  -1.74837  11.54443
C  -20.25441  -8.21088  13.30906
O  -20.67929  -6.87760  13.53195
H  -19.15808  -8.18035  13.18438
H  -20.55849  -8.87141  14.10068
H  -20.85011  -8.60263  12.48468
H  -20.06880  -6.50653  14.18872
C  -16.54075  0.78734  18.30167
O  -17.25733  0.01999  17.34999
H  -16.38665  1.77004  17.94406
H  -17.02696  0.92190  19.27587
H  -15.48658  0.29128  18.44098
H  -18.17356  0.35829  17.21674
C  -22.10573  -1.92836  16.44990
O  -21.12724  -2.46376  17.26872
H  -22.16295  -0.84048  16.51165
H  -22.06196  -2.22462  15.38588
H  -23.06039  -2.30781  16.92996
H  -20.26824  -2.39274  16.78706
C  -18.12311  -4.95931  16.30675
O  -18.31587  -6.21585  15.63349
H  -17.10354  -4.66186  16.01526
H  -18.78952  -4.12564  16.05072
H  -18.03799  -5.15098  17.39335
H  -17.67009  -6.27611  14.90882
C  -13.29879  -4.87398  15.55888
O  -12.88677  -3.85603  16.41420
H  -14.25108  -5.35667  15.96525
H  -13.53272  -4.63630  14.51831
H  -12.57154  -5.65603  15.57178
H  -13.53749  -3.13365  16.33424
C  -21.54661  -5.87202  16.41765
O  -21.82724  -5.16802  17.66339
H  -22.43360  -6.44996  16.20754
H  -21.41504  -5.16617  15.55615
H  -20.69051  -6.66708  16.46215
H  -21.47015  -4.28392  17.71204
C  -15.92583  -3.76266  11.03687
O  -16.46229  -3.90781  12.33608
H  -15.59880  -4.71558  10.66265
H  -16.61824  -3.40363  10.28380
H  -15.12507  -2.99642  11.06445
H  -17.05995  -3.19198  12.65315
C  -17.95323  -4.32058  6.88662
O  -17.08327  -4.64611  7.95883
H  -18.93623  -3.89869  7.29172
H  -17.48255  -3.52632  6.36592
H  -18.26659  -5.14685  6.22883
H  -17.61011  -4.85861  8.76827
C  -14.36012  -2.89587  6.42106
O  -14.51649  -3.27867  7.78950
H  -14.76991  -1.86587  6.12677
H  -13.27825  -2.82371  6.38102
H  -14.73542  -3.65491  5.67738
H  -15.50149  -3.30828  7.95360
C  -22.84184  -4.15849  12.63198
O  -21.75881  -4.82579  11.92623
H  -23.77144  -4.66757  12.49291
H  -22.72613  -4.22160  13.66722
H  -22.69546  -3.12397  12.28322
H  -21.47206  -5.58856  12.40592
C  -19.50347  2.52779  11.42807
O  -19.67902  1.09885  11.12403
H  -18.64696  2.72701  12.09325
H  -19.10378  2.92796  10.52087
H  -20.40008  3.00639  11.73217
H  -19.79792  0.54877  11.94967
C  -15.40364  -2.11876  15.15051
O  -15.59073  -2.17625  16.56854
H  -16.36293  -2.12327  14.65631
H  -14.80286  -1.31744  14.73296
H  -14.95243  -3.04911  14.79036
H  -16.07424  -1.34652  16.72151
C  -15.02659  -7.57149  7.33041
O  -15.66444  -6.91370  8.36657
H  -15.10640  -6.98498  6.41061
H  -13.93240  -7.67606  7.47872
H  -15.45153  -8.54103  7.21599
H  -16.37950  -6.39033  7.98513
C  -18.47946  -1.30930  9.19216
O  -18.35506  0.06406  9.06429
H  -17.61652  -1.70070  8.71380
H  -18.48341  -1.61572  10.24843
H  -19.35315  -1.63604  8.60420
H  -18.95311  0.44219  9.71729

Cartesian forces (eV/Å) of the 2 atoms listed first:
0.03 0.34 -0.44
0.54 -0.18 0.07

Spin multiplicity: 1
E (Ha): -3538.344553
Total charge: -1

Record 4
Molecular formula: C3H11NOS
Method: DFT, wB97M-V/def2-TZVPD

Atoms and positions in Å:
N  2.51026  -0.47204  1.27714
C  1.30514  0.29181  0.97314
C  -0.02792  -0.35842  0.36388
C  -1.14383  0.58736  0.18836
S  -2.83646  -0.00197  -0.32728
H  3.41378  -0.17122  0.86639
H  2.33474  -1.44970  0.96335
H  1.06728  0.69886  1.89807
H  1.63190  1.14195  0.44343
H  0.25942  -1.01768  -0.49838
H  -0.29627  -1.18963  1.14181
H  -0.78208  1.31217  -0.45945
H  -1.46537  1.00275  1.08900
H  -2.49935  -1.27109  -0.47689
O  2.29177  0.00795  -1.76279
H  3.01092  0.23675  -2.36690
H  2.00210  0.85450  -1.35403

Cartesian forces (eV/Å) of the 2 atoms listed first:
0.10 -2.58 -0.67
-0.41 -0.21 -0.58

Spin multiplicity: 1
E (Ha): -649.025698

Record 5
Molecular formula: C9H16ClN2O
Method: DFT, wB97M-V/def2-TZVPD

Atoms and positions in Å:
C  -4.19593  2.13716  0.07963
C  -3.30937  0.85977  0.02887
C  -1.78009  0.77188  0.41263
C  -0.99840  -0.37135  -0.23224
N  0.40840  -0.61635  0.37887
C  0.75464  -2.02953  0.65132
C  2.02875  -2.31262  0.30554
N  2.67641  -1.22436  -0.16839
C  3.86882  -1.13550  -0.93669
C  1.70364  -0.11026  -0.28449
C  2.26468  1.11664  0.41143
O  2.02046  1.37891  1.54133
Cl  3.23767  2.08338  -0.75722
H  -4.41825  2.49474  -0.94451
H  -3.86043  3.06252  0.53437
H  -5.13358  2.06669  0.69945
H  -3.79812  0.11106  0.63633
H  -3.24645  0.43968  -0.98101
H  -1.28237  1.62673  0.15038
H  -1.71165  0.70588  1.57669
H  -1.57542  -1.27184  -0.15504
H  -0.73584  -0.29274  -1.35218
H  0.22844  -0.14109  1.37954
H  0.08613  -2.79780  0.98978
H  2.55905  -3.10929  0.74487
H  4.45295  -0.19484  -0.85853
H  4.55734  -1.91569  -0.55186
H  3.78121  -1.43380  -1.96357
H  1.41730  0.10203  -1.33530

Cartesian forces (eV/Å) of the 2 atoms listed first:
-0.47 0.84 -0.09
0.88 -0.77 -0.20

Spin multiplicity: 1
E (Ha): -997.134861
Total charge: +1

Record 6
Molecular formula: C3H5N5
Method: DFT, wB97M-V/def2-TZVPD

Atoms and positions in Å:
H  1.57353  2.95525  -0.77792
N  0.65620  2.41663  -0.60977
C  0.85888  1.16520  -0.27575
N  2.09129  0.40374  -0.08862
C  -0.12379  0.09487  0.11022
C  0.23045  -1.24726  -0.15447
N  -1.01648  -1.84241  0.12311
N  -1.97648  -1.05974  0.52066
N  -1.51108  0.18719  0.38508
H  2.12883  -0.05611  0.85731
H  2.86787  0.97825  -0.07542
H  1.15083  -1.78826  -0.36103
H  -1.21843  -2.90388  -0.03627

Cartesian forces (eV/Å) of the 2 atoms listed first:
-1.58 -1.31 0.38
1.77 -2.29 0.28

Spin multiplicity: 1
E (Ha): -391.017240